Entry 1:
{"formula": "C20H24BrNOP2Rh", "method": "wB97M-V/def2-TZVPD", "s_squared": 6.0509, "lumo_energy_ev": [-3.27, -6.60], "e_above_lowest_kj_mol": 341.3, "homo_energy_ev": [-9.1, -11.2], "multiplicity": 5, "homo_lumo_gap_ha": [0.216, 0.168], "total_charge": 1, "elements": ["C", "C", "C", "C", "C", "C", "C", "C", "C", "C", "C", "C", "C", "H", "H", "H", "H", "H", "H", "H", "N", "Rh", "C", "H", "H", "C", "H", "H", "P", "P", "C", "H", "H", "H", "C", "H", "H", "H", "C", "H", "H", "H", "C", "H", "H", "H", "C", "O", "H", "Br"], "coordinates": [[-1.846, 2.847, -2.192], [-1.515, 1.544, -1.769], [-0.167, 1.129, -1.920], [0.823, 2.143, -1.698], [0.511, 3.466, -2.065], [-0.824, 3.766, -2.447], [2.007, 1.752, -1.055], [2.439, 0.461, -1.437], [1.422, -0.525, -1.634], [1.758, -1.844, -1.225], [3.107, -2.252, -1.339], [4.090, -1.277, -1.565], [3.779, 0.078, -1.437], [-2.883, 3.124, -2.378], [1.299, 4.249, -2.093], [-1.049, 4.757, -2.852], [2.680, 2.506, -0.686], [3.363, -3.307, -1.324], [5.103, -1.578, -1.732], [4.572, 0.829, -1.393], [0.193, -0.150, -2.023], [0.182, 0.403, 1.622], [-2.436, 0.636, -1.014], [-2.250, -0.394, -1.311], [-3.487, 0.915, -1.074], [0.651, -2.672, -0.634], [-0.268, -2.546, -1.213], [0.921, -3.724, -0.505], [-1.884, 0.706, 0.790], [0.234, -1.912, 1.054], [1.399, -2.758, 2.204], [1.103, -2.555, 3.246], [1.369, -3.842, 2.026], [2.416, -2.368, 2.034], [-1.295, -2.863, 1.396], [-1.028, -3.922, 1.536], [-1.785, -2.496, 2.312], [-1.977, -2.783, 0.536], [-2.326, 2.370, 1.386], [-3.331, 2.616, 1.026], [-2.325, 2.377, 2.486], [-1.601, 3.112, 1.029], [-3.219, -0.269, 1.530], [-3.046, -0.406, 2.608], [-4.153, 0.287, 1.380], [-3.300, -1.249, 1.048], [-0.374, 0.070, 3.327], [-0.724, 0.070, 4.459], [1.108, 1.215, 0.762], [2.562, 0.262, 2.221]]}

***

Entry 2:
{"formula": "C14H16O", "method": "wB97M-V/def2-TZVPD", "lumo_energy_ev": 0.79, "e_above_lowest_kj_mol": 845.6, "homo_energy_ev": -8.1, "homo_lumo_gap_ha": 0.328, "elements": ["C", "C", "C", "C", "C", "C", "C", "C", "C", "C", "C", "C", "C", "C", "O", "H", "H", "H", "H", "H", "H", "H", "H", "H", "H", "H", "H", "H", "H", "H", "H"], "coordinates": [[4.059, 0.432, 0.095], [3.394, -0.056, 1.186], [3.476, 0.482, -1.146], [1.982, -0.370, 1.032], [2.076, 0.422, -1.268], [1.404, 0.020, -0.139], [-1.431, 1.574, 1.942], [-2.439, 0.462, 2.264], [-2.968, 0.176, -1.483], [-1.808, 1.236, -1.517], [-0.830, -0.610, 0.209], [-1.565, 0.392, 1.017], [-1.828, 0.251, -0.448], [-0.373, -2.673, -0.816], [-0.870, -1.999, 0.298], [5.144, 0.715, 0.051], [3.837, -0.247, 2.212], [4.238, 0.752, -1.854], [1.379, -0.682, 1.780], [1.559, 0.403, -2.187], [-1.720, 2.598, 1.555], [-0.520, 1.478, 2.449], [-2.066, -0.311, 3.014], [-3.442, 0.798, 2.183], [-3.985, 0.556, -1.261], [-3.099, -0.637, -2.140], [-1.171, 0.964, -2.421], [-1.783, 2.275, -1.329], [0.477, -1.947, -1.217], [-1.086, -2.792, -1.716], [-0.042, -3.662, -0.344]]}

***

Entry 3:
{"formula": "C30H75F18MnN5O10P3", "method": "wB97M-V/def2-TZVPD", "s_squared": 8.7522, "lumo_energy_ev": [1.68, 1.68], "homo_energy_ev": [-6.9, -6.9], "multiplicity": 6, "homo_lumo_gap_ha": [0.316, 0.316], "total_charge": -1, "elements": ["Mn", "P", "F", "F", "F", "F", "F", "F", "P", "F", "F", "F", "F", "F", "F", "P", "F", "F", "F", "F", "F", "F", "C", "O", "C", "C", "N", "C", "C", "O", "C", "H", "H", "H", "H", "H", "H", "H", "H", "H", "H", "H", "H", "H", "H", "H", "C", "O", "C", "C", "N", "C", "C", "O", "C", "H", "H", "H", "H", "H", "H", "H", "H", "H", "H", "H", "H", "H", "H", "H", "C", "O", "C", "C", "N", "C", "C", "O", "C", "H", "H", "H", "H", "H", "H", "H", "H", "H", "H", "H", "H", "H", "H", "H", "C", "O", "C", "C", "N", "C", "C", "O", "C", "H", "H", "H", "H", "H", "H", "H", "H", "H", "H", "H", "H", "H", "H", "H", "C", "O", "C", "C", "N", "C", "C", "O", "C", "H", "H", "H", "H", "H", "H", "H", "H", "H", "H", "H", "H", "H", "H", "H"], "coordinates": [[-2.133, 1.385, -1.062], [-2.634, 6.419, 0.371], [-2.937, 5.174, -0.614], [-2.469, 7.529, -0.815], [-4.247, 6.793, 0.491], [-2.251, 7.583, 1.427], [-2.710, 5.450, 1.646], [-0.979, 6.115, 0.227], [3.098, 4.256, 0.243], [2.405, 3.341, 1.414], [3.205, 2.956, -0.726], [1.601, 4.437, -0.392], [3.723, 5.211, -0.930], [2.909, 5.659, 1.094], [4.597, 4.021, 0.815], [-3.587, -1.786, 0.174], [-4.741, -0.704, 0.464], [-4.453, -3.003, 0.920], [-4.284, -2.144, -1.282], [-2.447, -2.846, -0.092], [-2.821, -0.556, -0.550], [-2.856, -1.401, 1.606], [-2.192, -0.901, -3.455], [-2.348, 0.429, -3.035], [-2.383, 1.379, -4.075], [-2.764, 2.808, -3.567], [-2.152, 3.211, -2.293], [-0.792, 3.763, -2.450], [0.190, 2.625, -2.626], [-0.134, 1.434, -1.926], [0.776, 0.402, -2.237], [-2.949, -1.305, -4.127], [-2.084, -1.632, -2.654], [-1.279, -1.072, -4.025], [-3.093, 1.047, -4.833], [-1.434, 1.440, -4.608], [-3.841, 2.828, -3.398], [-2.643, 3.499, -4.401], [-2.699, 3.971, -1.915], [-0.584, 4.453, -1.632], [-0.662, 4.403, -3.323], [1.200, 2.974, -2.409], [0.163, 2.452, -3.702], [0.850, 0.294, -3.319], [0.354, -0.538, -1.881], [1.758, 0.521, -1.779], [0.160, -4.912, 1.505], [1.471, -4.671, 0.849], [2.597, -5.282, 1.503], [3.979, -5.163, 0.841], [4.184, -3.745, 0.405], [4.741, -2.945, 1.510], [4.772, -1.467, 1.300], [3.447, -0.970, 1.093], [3.411, 0.439, 0.898], [-0.537, -4.186, 1.086], [0.268, -4.742, 2.576], [-0.151, -5.938, 1.305], [2.322, -6.324, 1.671], [2.666, -4.902, 2.523], [3.986, -5.801, -0.042], [4.806, -5.467, 1.483], [3.298, -3.327, 0.161], [5.743, -3.317, 1.725], [4.081, -2.998, 2.376], [5.387, -1.271, 0.421], [5.172, -1.036, 2.218], [4.138, 0.717, 0.135], [3.679, 0.977, 1.807], [2.444, 0.758, 0.508], [5.198, -0.711, -5.809], [4.729, -1.665, -4.844], [4.622, -1.061, -3.530], [3.937, -1.975, -2.561], [2.659, -2.324, -3.075], [1.910, -3.194, -2.173], [0.508, -3.511, -2.906], [0.833, -4.311, -4.027], [-0.269, -4.573, -4.959], [4.564, 0.158, -5.988], [5.270, -1.242, -6.758], [6.197, -0.316, -5.622], [3.963, -0.204, -3.665], [5.618, -0.779, -3.188], [3.835, -1.493, -1.588], [4.515, -2.893, -2.450], [2.712, -2.749, -3.990], [1.749, -2.719, -1.205], [2.459, -4.121, -2.007], [0.008, -2.575, -3.152], [-0.229, -4.027, -2.291], [-0.604, -3.646, -5.423], [-1.093, -4.932, -4.343], [-0.087, -5.323, -5.729], [-5.303, 1.186, -1.757], [-4.203, 1.666, -1.046], [-4.605, 2.408, 0.116], [-3.510, 2.305, 1.211], [-2.237, 2.794, 0.590], [-1.058, 2.667, 1.413], [-0.570, 1.224, 1.669], [-0.488, 0.480, 0.447], [-0.006, -0.826, 0.750], [-5.884, 2.066, -2.030], [-5.959, 0.576, -1.136], [-5.038, 0.607, -2.642], [-5.537, 2.108, 0.594], [-4.813, 3.438, -0.173], [-3.448, 1.275, 1.562], [-3.681, 2.808, 2.163], [-2.385, 3.792, 0.551], [-1.236, 3.164, 2.366], [-0.303, 3.294, 0.939], [-1.342, 0.714, 2.245], [0.366, 1.216, 2.228], [-0.557, -1.448, 1.456], [0.988, -0.737, 1.188], [0.238, -1.469, -0.095], [-1.772, 2.833, 5.704], [-1.857, 1.918, 4.599], [-3.029, 1.048, 4.647], [-2.849, 0.029, 5.794], [-1.499, -0.668, 5.812], [-1.472, -1.611, 4.658], [-0.056, -2.096, 4.454], [0.680, -0.956, 4.014], [2.054, -1.194, 4.021], [-1.570, 2.317, 6.643], [-2.659, 3.460, 5.791], [-0.928, 3.508, 5.566], [-3.174, 0.481, 3.727], [-3.892, 1.712, 4.680], [-3.716, -0.633, 5.803], [-2.929, 0.628, 6.701], [-0.826, 0.025, 5.519], [-1.835, -1.259, 3.692], [-2.083, -2.447, 4.997], [0.058, -2.890, 3.716], [0.291, -2.407, 5.439], [2.462, -1.371, 5.017], [2.550, -0.295, 3.656], [2.306, -2.056, 3.404]]}

***

Entry 4:
{"formula": "C19H30N4O4S", "method": "wB97M-V/def2-TZVPD", "lumo_energy_ev": 0.48, "e_above_lowest_kj_mol": 148.2, "homo_energy_ev": -7.9, "homo_lumo_gap_ha": 0.310, "elements": ["C", "C", "C", "C", "C", "O", "N", "C", "C", "C", "N", "C", "C", "N", "C", "O", "C", "C", "C", "S", "O", "O", "C", "C", "C", "N", "C", "C", "H", "H", "H", "H", "H", "H", "H", "H", "H", "H", "H", "H", "H", "H", "H", "H", "H", "H", "H", "H", "H", "H", "H", "H", "H", "H", "H", "H", "H", "H"], "coordinates": [[1.015, -0.381, 4.822], [1.521, -1.364, 3.794], [1.278, -1.327, 2.413], [1.974, -2.355, 1.763], [2.086, -2.831, 0.390], [2.598, -3.942, 0.226], [1.616, -2.099, -0.665], [1.531, -2.731, -1.995], [0.096, -2.841, -2.565], [-0.569, -1.503, -2.940], [-1.114, -0.658, -1.870], [-2.585, -0.738, -1.763], [-3.242, 0.410, -0.953], [-2.593, 1.690, -1.223], [-3.099, 2.903, -0.994], [-4.219, 3.061, -0.522], [-2.216, 4.129, -1.332], [-1.401, 3.995, -2.649], [-0.056, 3.279, -2.377], [0.388, 3.644, -0.607], [0.526, 2.375, 0.107], [1.441, 4.657, -0.562], [-1.233, 4.443, -0.176], [-0.423, -0.649, -0.569], [1.114, -0.716, -0.614], [2.621, -3.010, 2.781], [2.399, -2.422, 4.000], [3.057, -2.962, 5.249], [1.763, -0.188, 5.591], [0.785, 0.588, 4.380], [0.121, -0.746, 5.328], [0.615, -0.599, 1.975], [2.135, -2.128, -2.674], [2.000, -3.717, -2.020], [0.132, -3.464, -3.458], [-0.520, -3.372, -1.839], [0.258, -0.900, -3.320], [-1.230, -1.578, -3.807], [-2.973, -0.637, -2.779], [-2.931, -1.714, -1.417], [-4.306, 0.469, -1.199], [-3.167, 0.203, 0.116], [-1.650, 1.592, -1.565], [-2.945, 4.937, -1.424], [-1.976, 3.496, -3.434], [-1.213, 4.997, -3.042], [-0.159, 2.197, -2.440], [0.790, 3.564, -2.997], [-0.997, 5.504, -0.223], [-1.512, 4.222, 0.852], [-0.726, 0.199, 0.046], [-0.745, -1.527, -0.005], [1.547, -0.204, 0.241], [1.493, -0.114, -1.440], [3.202, -3.823, 2.627], [2.739, -2.422, 6.142], [2.817, -4.012, 5.414], [4.144, -2.881, 5.201]]}

***

Entry 5:
{"formula": "C4H5NO", "method": "wB97M-V/def2-TZVPD", "lumo_energy_ev": 1.00, "e_above_lowest_kj_mol": 207.5, "homo_energy_ev": -9.7, "homo_lumo_gap_ha": 0.392, "elements": ["O", "C", "C", "C", "N", "C", "H", "H", "H", "H", "H"], "coordinates": [[0.903, -0.615, 2.039], [0.562, -0.163, 0.981], [0.859, -0.546, -0.486], [-0.333, 0.329, -0.859], [-1.502, 0.016, -0.059], [-0.469, 0.871, 0.527], [1.814, -0.075, -0.754], [0.869, -1.594, -0.801], [-0.504, 0.828, -1.804], [-1.466, -0.917, 0.350], [-0.732, 1.867, 0.866]]}

***

Entry 6:
{"formula": "C18H12N3PdSe3Te", "method": "wB97M-V/def2-TZVPD", "lumo_energy_ev": 2.07, "e_above_lowest_kj_mol": 52.3, "homo_energy_ev": -3.1, "homo_lumo_gap_ha": 0.191, "total_charge": -1, "elements": ["Pd", "C", "C", "N", "C", "C", "C", "C", "C", "C", "C", "N", "C", "C", "C", "C", "C", "C", "C", "C", "N", "C", "H", "H", "H", "H", "H", "H", "H", "H", "H", "H", "H", "H", "Se", "Se", "Te", "Se"], "coordinates": [[-0.102, -0.040, 0.018], [4.276, 0.064, -0.408], [2.908, 0.063, -0.719], [1.978, 0.022, 0.205], [2.318, -0.015, 1.530], [3.673, -0.005, 1.927], [4.648, 0.028, 0.904], [4.006, -0.025, 3.298], [2.986, -0.048, 4.214], [1.636, -0.056, 3.849], [1.241, -0.045, 2.506], [-0.002, -0.044, 2.003], [-1.280, -0.030, 2.610], [-1.641, -0.035, 3.953], [-2.980, 0.116, 4.324], [-3.970, 0.289, 3.368], [-3.644, 0.258, 2.022], [-4.586, 0.514, 0.885], [-4.217, -0.259, -0.380], [-2.819, 0.137, -0.735], [-1.959, -0.066, 0.351], [-2.317, 0.044, 1.654], [5.005, 0.090, -1.206], [2.567, 0.097, -1.746], [5.695, 0.028, 1.184], [5.046, -0.022, 3.599], [3.225, -0.060, 5.272], [0.896, -0.070, 4.628], [-0.908, -0.133, 4.736], [-3.236, 0.117, 5.376], [-5.000, 0.448, 3.670], [-5.623, 0.350, 1.174], [-4.917, -0.068, -1.187], [-2.445, -0.413, -1.601], [-2.699, 2.089, -1.232], [-4.462, 2.459, 0.323], [-4.055, -2.475, -0.188], [-1.598, -2.950, -0.587]]}

***

Entry 7:
{"formula": "C5H6O", "method": "wB97M-V/def2-TZVPD", "lumo_energy_ev": 0.61, "e_above_lowest_kj_mol": 223.5, "homo_energy_ev": -9.8, "homo_lumo_gap_ha": 0.384, "elements": ["C", "C", "C", "C", "O", "C", "H", "H", "H", "H", "H", "H"], "coordinates": [[-2.401, 0.312, -0.661], [-1.375, -0.214, 0.205], [-0.270, -0.536, 0.580], [1.121, -0.807, 0.264], [1.453, -1.837, -0.285], [2.097, 0.295, 0.606], [-2.568, 1.394, -0.521], [-1.760, -0.044, -1.500], [-3.348, -0.202, -0.808], [1.610, 1.266, 0.731], [2.574, 0.024, 1.554], [2.868, 0.351, -0.165]]}

***

Entry 8:
{"formula": "C5H6N", "method": "wB97M-V/def2-TZVPD", "lumo_energy_ev": -5.75, "e_above_lowest_kj_mol": 516.0, "homo_energy_ev": -15.2, "homo_lumo_gap_ha": 0.348, "total_charge": 1, "elements": ["C", "C", "C", "C", "C", "N", "H", "H", "H", "H", "H", "H"], "coordinates": [[0.421, 1.792, -0.843], [0.531, 1.387, 0.269], [0.375, -0.868, -1.155], [-0.963, -0.517, 1.125], [0.353, 0.207, 1.085], [-0.036, -0.834, 0.064], [0.112, 2.357, -1.615], [-0.179, -1.477, -1.840], [1.363, -0.558, -1.422], [-1.145, -1.340, 1.703], [-1.927, -0.133, 0.791], [1.095, -0.016, 1.839]]}